Density functional theory data (ωB97M-V with the def2-TZVPD basis set) for 4 unconnected molecules or ions with the total composition C38H49F5N5O11PS at a distorted geometry.

```
! wB97M-V def2-TZVPD RIJCOSX def2/J DEFGRID3
* xyz 0 1
C 1.8745 -0.3757 2.9641
C 0.2784 -0.6897 2.5734
N 0.2311 -2.1514 2.2021
C -0.8257 -2.4765 1.1708
P -0.2512 -1.7481 -0.4911
C -1.0603 -2.5699 -2.0076
C -1.8648 -1.3490 -2.8200
C 1.6487 -1.6650 -0.6629
C 2.2163 -2.0509 -2.1704
C -0.6362 -4.1345 1.0518
O -0.1408 -4.8699 0.0537
N -1.1984 -4.5444 2.4184
C -2.4698 -3.7040 2.5926
C -2.8108 -3.1461 4.1320
C -1.5012 -2.5566 4.9192
O -1.6725 -1.3843 5.5882
S -3.8190 -4.9740 2.3671
O -3.3645 -6.2572 3.1658
O -5.1392 -4.5045 3.0946
C -4.3054 -5.3454 0.6024
F -5.6270 -4.7549 0.1881
F -3.2904 -5.0233 -0.4243
C -4.5372 -6.9990 0.5021
F -5.5437 -7.4632 1.4842
F -5.0398 -7.2225 -0.9043
F -3.2341 -7.7397 0.5682
C -2.3883 -2.3689 1.6498
C -3.5745 -2.0171 0.5804
C -3.9678 -0.4310 0.4584
C -2.7257 0.6193 0.6451
C -3.4033 2.1443 0.5269
C -2.3091 3.3555 0.6843
O -1.1928 3.0131 1.5827
C -1.5154 3.3863 2.9712
H 2.6182 -0.8454 2.1585
H 2.0639 -1.0167 3.9533
H 2.0810 0.7607 3.1503
H -0.1103 0.0526 1.7582
H -0.3223 -0.4214 3.5691
H 1.1667 -2.5526 1.9727
H -1.8766 -3.3750 -1.7762
H -0.3179 -3.0418 -2.7846
H -3.0171 -1.3394 -2.5141
H -1.6920 -1.3955 -3.9768
H -1.4366 -0.3152 -2.4264
H 1.9807 -0.5454 -0.4745
H 2.2514 -2.3236 0.0956
H 1.6936 -1.4674 -3.0406
H 3.3922 -1.9870 -2.2197
H 1.9452 -3.1980 -2.3339
H -0.5122 -4.5215 3.2043
H -3.1442 -4.1234 4.7314
H -3.7244 -2.3789 4.1134
H -0.4270 -3.0207 4.9175
H -2.4392 -1.4901 2.4564
H -4.5610 -2.5639 0.9716
H -3.4060 -2.4191 -0.5089
H -4.8914 -0.1869 1.1744
H -4.3914 -0.2781 -0.6471
H -2.2211 0.5894 1.7009
H -1.9457 0.5777 -0.2538
H -3.8326 2.2311 -0.5837
H -4.3387 2.2363 1.2340
H -2.9164 4.2968 1.0970
H -1.9769 3.6557 -0.4079
H -0.8708 4.3235 3.2684
H -1.2892 2.4302 3.6424
H -2.6379 3.6569 3.1628
O 5.3915 -1.1821 0.3846
N 5.7978 -1.0573 1.5496
O 5.8591 -1.9808 2.3738
C 6.2311 0.2763 1.9833
C 6.1437 1.3575 1.0954
C 6.5346 2.6283 1.5215
C 7.0120 2.8148 2.8198
C 7.1079 1.7344 3.6985
C 6.7173 0.4593 3.2847
H 5.7737 1.2287 0.0806
H 6.4642 3.4750 0.8420
H 7.3103 3.8086 3.1492
H 7.4838 1.8872 4.7077
H 6.7951 -0.3718 3.9825
O -0.2313 0.9846 -3.3917
N -1.1246 1.7118 -3.8508
O -2.0726 2.1604 -3.1904
C -1.0572 2.0611 -5.2749
C -0.0229 1.5453 -6.0679
C 0.0222 1.8615 -7.4271
C -0.9538 2.6882 -7.9858
C -1.9768 3.2089 -7.1915
C -2.0340 2.8975 -5.8316
H 0.7451 0.8997 -5.6477
H 0.8171 1.4607 -8.0524
H -0.9177 2.9273 -9.0473
H -2.7321 3.8549 -7.6337
H -2.8394 3.3087 -5.2267
O 4.9767 4.8646 0.8897
N 4.7165 5.1686 -0.2840
O 5.5074 5.7309 -1.0549
C 3.3786 4.8447 -0.7935
C 2.4396 4.2424 0.0552
C 1.1608 3.9588 -0.4280
C 0.8263 4.2700 -1.7469
C 1.7667 4.8601 -2.5930
C 3.0479 5.1511 -2.1203
H 2.6846 3.9939 1.0856
H 0.4229 3.4976 0.2250
H -0.1739 4.0521 -2.1175
H 1.4994 5.0969 -3.6205
H 3.7685 5.6140 -2.7913
*
```

Results
E_HOMO (hartree): -0.2729
SMILES string: CCN[C@@]1(P(CC)CC)C(=O)N[C@](CC=O)(S(=O)(=O)C(F)(F)C(F)(F)F)[C@@H]1CCCCCOC.O=[N+]([O-])c1ccccc1.O=[N+]([O-])c1ccccc1.O=[N+]([O-])c1ccccc1
E_LUMO (eV): -1.170
HOMO-LUMO gap (eV): 6.26
E (eV): -103860.525

---

Density functional theory data (ωB97M-V with the def2-TZVPD basis set) for a molecular structure, C38H50BCl2CsN3O.

```
! wB97M-V def2-TZVPD RIJCOSX def2/J DEFGRID3
* xyz -1 1
Cs 2.1174 1.4889 1.6072
C 1.8273 3.8902 3.5623
C 3.2200 3.6986 3.5696
C 3.7420 4.2664 2.3941
C 2.6715 4.8058 1.6597
C 1.4888 4.5752 2.3831
H 1.1406 3.6133 4.3526
H 3.7958 3.2469 4.3687
H 4.7895 4.3265 2.1261
H 2.7508 5.3462 0.7244
H 0.4975 4.9128 2.1093
O 2.7363 -1.3620 0.8893
C 3.7208 -1.9575 0.0737
C 3.8901 -1.2654 -1.2580
C 4.3329 -1.9558 -2.3761
C 4.4965 -1.2734 -3.5713
C 4.1994 0.0829 -3.5987
C 3.7520 0.6808 -2.4363
N 3.5976 0.0341 -1.2822
H 1.9491 -1.2056 0.3361
H 3.4970 -3.0150 -0.0993
H 4.6590 -1.9028 0.6349
H 4.5535 -3.0138 -2.3074
H 4.8389 -1.7857 -4.4610
H 4.3015 0.6568 -4.5102
H 3.5032 1.7370 -2.4126
Cl 5.5074 1.5463 0.9104
C 7.0510 0.7549 0.6023
Cl 7.0855 -0.1175 -0.9487
H 7.2376 0.0336 1.3884
H 7.8259 1.5102 0.5655
C -5.9650 0.0689 2.1547
C -4.4775 0.3187 2.4241
C -4.2259 0.4607 3.9290
C -3.9782 1.5380 1.6677
C -4.4764 2.7890 2.0124
C -4.0072 3.9399 1.4054
C -3.0303 3.8394 0.4305
C -2.5206 2.6076 0.0400
C -1.4920 2.5651 -1.0718
C -0.2558 3.3770 -0.6893
C -2.0864 3.0582 -2.3964
C -2.9984 1.4391 0.6641
N -2.5073 0.1742 0.2761
B -1.1394 -0.3674 0.3720
N -1.3690 -1.7089 -0.2111
C -2.7081 -1.8616 -0.6033
C -3.3834 -0.7454 -0.3061
C -0.4698 -2.6949 -0.6824
C -0.1393 -2.6560 -2.0518
C 0.6730 -3.6443 -2.5927
C 1.1289 -4.6876 -1.8080
C 0.7759 -4.7403 -0.4711
C -0.0179 -3.7606 0.1226
C -0.4192 -3.9930 1.5736
C -1.9367 -4.1686 1.7126
C 0.1050 -2.9472 2.5611
C -0.6548 -1.5368 -2.9380
C -1.1409 -2.0430 -4.3006
C 0.4262 -0.4725 -3.1211
H -6.2943 -0.8477 2.6501
H -6.1612 -0.0291 1.0858
H -6.5681 0.8978 2.5324
H -3.9178 -0.5499 2.0829
H -4.8021 1.2883 4.3476
H -3.1687 0.6449 4.1221
H -4.5211 -0.4545 4.4481
H -5.2324 2.8677 2.7857
H -4.3916 4.9086 1.7013
H -2.6563 4.7432 -0.0372
H -1.1799 1.5301 -1.1994
H -0.4921 4.4373 -0.5765
H 0.5196 3.2765 -1.4546
H 0.1401 3.0202 0.2596
H -2.3652 4.1134 -2.3378
H -2.9775 2.4849 -2.6611
H -1.3521 2.9452 -3.1985
H -3.0662 -2.7628 -1.0805
H -4.4269 -0.5292 -0.4794
H 0.9428 -3.6055 -3.6417
H 1.7530 -5.4637 -2.2379
H 1.1228 -5.5711 0.1345
H 0.0405 -4.9458 1.8578
H -2.4517 -3.2290 1.5187
H -2.1828 -4.4957 2.7257
H -2.3053 -4.9200 1.0097
H -0.2888 -1.9580 2.3377
H 1.1933 -2.8891 2.5135
H -0.1852 -3.2262 3.5789
H -1.5024 -1.0654 -2.4451
H -0.3017 -2.3208 -4.9434
H -1.7010 -1.2552 -4.8075
H -1.7900 -2.9137 -4.1882
H 1.3079 -0.9070 -3.5946
H 0.7172 -0.0597 -2.1516
H 0.0591 0.3401 -3.7553
*
```

Results
E_HOMO (hartree): -0.1036
E_LUMO (eV): 1.862
HOMO-LUMO gap (eV): 4.68
E (eV): -73006.285